Density functional theory data (wB97M-V/def2-TZVPD) for a molecular structure, C44H48N7NaO9PSe.

Cartesian coordinates (Å):
Na (0.06, -1.07, 1.17)
N (1.08, 0.23, 4.35)
P (2.07, -0.66, 3.20)
C (3.32, 0.63, 2.77)
C (2.95, 1.98, 2.71)
C (3.84, 2.93, 2.21)
C (5.10, 2.55, 1.77)
C (5.47, 1.21, 1.82)
C (4.58, 0.27, 2.31)
C (3.04, -1.66, 4.39)
C (3.94, -1.15, 5.32)
C (4.60, -2.00, 6.19)
C (4.38, -3.37, 6.14)
C (3.49, -3.89, 5.21)
C (2.82, -3.04, 4.34)
C (-0.19, 0.65, 3.96)
C (-1.16, 0.94, 4.92)
C (-2.39, 1.40, 4.49)
C (-2.63, 1.55, 3.13)
C (-1.61, 1.22, 2.26)
N (-0.39, 0.80, 2.65)
H (1.11, -0.11, 5.30)
H (1.97, 2.28, 3.04)
H (3.53, 3.96, 2.16)
H (5.78, 3.29, 1.38)
H (6.45, 0.91, 1.48)
H (4.88, -0.78, 2.34)
H (4.12, -0.09, 5.36)
H (5.30, -1.59, 6.91)
H (4.91, -4.03, 6.81)
H (3.31, -4.96, 5.16)
H (2.10, -3.43, 3.62)
H (-0.94, 0.80, 5.97)
H (-3.16, 1.61, 5.22)
H (-3.59, 1.86, 2.75)
H (-1.75, 1.30, 1.19)
O (-2.60, -1.71, 2.53)
C (-1.64, -2.44, 2.26)
O (-0.47, -2.38, 2.74)
C (-1.87, -3.46, 1.14)
C (-2.48, -4.65, 1.42)
C (-2.78, -5.55, 0.38)
C (-2.49, -5.27, -0.92)
C (-1.85, -4.08, -1.22)
C (-1.50, -3.10, -0.24)
O (-0.96, -1.98, -0.48)
N (-1.58, -3.87, -2.64)
O (-0.77, -3.02, -2.98)
O (-2.18, -4.56, -3.45)
N (-3.42, -6.83, 0.70)
O (-3.58, -7.11, 1.87)
O (-3.76, -7.56, -0.22)
H (-2.74, -4.90, 2.44)
H (-2.75, -5.97, -1.70)
O (1.84, -2.74, 0.26)
C (2.07, -1.60, -0.41)
O (2.00, -0.53, 0.13)
C (2.40, -1.77, -1.87)
N (2.14, -3.14, -2.29)
C (3.19, -3.58, -3.24)
C (4.07, -2.35, -3.46)
C (3.89, -1.56, -2.17)
H (1.79, -1.03, -2.39)
H (1.20, -3.25, -2.66)
H (1.89, -3.42, -0.46)
H (2.73, -3.94, -4.16)
H (3.76, -4.41, -2.82)
H (3.70, -1.76, -4.30)
H (5.11, -2.61, -3.66)
H (4.13, -0.50, -2.25)
H (4.50, -1.98, -1.36)
C (0.69, 5.56, -0.82)
C (-0.64, 5.55, -1.56)
C (-1.84, 5.40, -0.62)
C (-1.97, 4.00, -0.04)
N (-2.34, 3.02, -1.06)
C (-1.53, 2.04, -1.56)
Se (0.23, 1.71, -1.13)
N (-2.29, 1.32, -2.42)
C (-1.81, 0.13, -3.14)
C (-0.99, 0.47, -4.38)
C (-1.69, 1.37, -5.40)
C (-1.61, 2.87, -5.08)
C (-3.58, 1.81, -2.46)
C (-4.70, 1.42, -3.17)
C (-5.87, 2.15, -2.96)
C (-5.90, 3.23, -2.08)
C (-4.77, 3.62, -1.37)
C (-3.62, 2.89, -1.59)
H (1.52, 5.79, -1.49)
H (0.91, 4.58, -0.38)
H (0.69, 6.30, -0.02)
H (-0.65, 4.74, -2.29)
H (-0.75, 6.48, -2.13)
H (-2.77, 5.66, -1.15)
H (-1.75, 6.11, 0.21)
H (-2.74, 3.95, 0.74)
H (-1.04, 3.65, 0.40)
H (-2.70, -0.44, -3.41)
H (-1.25, -0.48, -2.44)
H (-0.74, -0.49, -4.84)
H (-0.05, 0.92, -4.06)
H (-2.73, 1.07, -5.51)
H (-1.23, 1.21, -6.38)
H (-2.23, 3.15, -4.23)
H (-1.95, 3.47, -5.93)
H (-0.59, 3.16, -4.84)
H (-4.68, 0.58, -3.85)
H (-6.77, 1.87, -3.49)
H (-6.83, 3.77, -1.93)
H (-4.80, 4.46, -0.68)

HOMO level	-4.97	eV
2S+1	1
charge	-1
Kohn-Sham gap	7.0	eV

Atomic partial charges in e from the Mulliken method, atoms 1 to 6: 0.34, -0.29, 1.72, 0.12, -0.48, -0.61

Density functional theory data (wB97M-V/def2-TZVPD) for a single C27H36O6 molecule.

Cartesian coordinates (Å):
C (-5.64, -2.44, -7.71)
C (-5.94, -2.05, -6.28)
C (-4.68, -1.67, -5.53)
O (-3.60, -1.49, -6.02)
O (-4.96, -1.54, -4.22)
C (-3.98, -1.20, -3.29)
C (-4.35, -0.34, -2.27)
C (-3.42, 0.00, -1.30)
C (-2.11, -0.48, -1.34)
C (-1.77, -1.38, -2.35)
C (-2.70, -1.73, -3.32)
C (-0.40, -2.00, -2.45)
C (0.38, -1.87, -1.15)
C (0.31, -0.42, -0.68)
C (-1.13, -0.09, -0.26)
C (-1.19, 1.40, 0.11)
C (-0.23, 1.71, 1.25)
C (1.23, 1.34, 0.94)
C (1.85, 2.35, -0.02)
C (1.32, -0.11, 0.42)
C (1.23, -0.97, 1.68)
C (1.95, -0.17, 2.77)
O (3.27, -0.67, 2.97)
C (3.48, -1.48, 4.02)
O (2.63, -1.80, 4.80)
C (4.92, -1.95, 4.04)
C (5.12, -3.04, 3.00)
C (2.05, 1.27, 2.25)
O (1.59, 2.18, 3.24)
C (2.33, 3.26, 3.51)
O (3.35, 3.54, 2.95)
C (1.69, 4.07, 4.62)
C (2.11, 5.53, 4.57)
H (-5.01, -3.33, -7.74)
H (-5.11, -1.64, -8.22)
H (-6.56, -2.65, -8.25)
H (-6.43, -2.86, -5.73)
H (-6.61, -1.18, -6.25)
H (-5.35, 0.05, -2.23)
H (-3.73, 0.65, -0.51)
H (-2.42, -2.41, -4.10)
H (-0.50, -3.05, -2.73)
H (0.15, -1.50, -3.25)
H (-0.05, -2.52, -0.39)
H (1.42, -2.17, -1.30)
H (0.55, 0.22, -1.54)
H (-1.38, -0.67, 0.63)
H (-2.19, 1.67, 0.44)
H (-0.95, 2.00, -0.77)
H (-0.55, 1.16, 2.14)
H (-0.28, 2.77, 1.49)
H (1.26, 2.44, -0.93)
H (1.90, 3.33, 0.45)
H (2.86, 2.06, -0.29)
H (2.33, -0.25, 0.00)
H (0.19, -1.13, 1.97)
H (1.70, -1.94, 1.55)
H (1.42, -0.21, 3.73)
H (5.57, -1.10, 3.82)
H (5.14, -2.33, 5.04)
H (4.90, -2.66, 2.00)
H (6.15, -3.39, 3.01)
H (4.46, -3.89, 3.20)
H (3.10, 1.50, 2.04)
H (2.03, 3.62, 5.56)
H (0.61, 3.95, 4.56)
H (1.73, 6.07, 5.43)
H (1.72, 6.00, 3.67)
H (3.19, 5.61, 4.55)

HOMO level	-8.79	eV
2S+1	1
SMILES string	CCC(=O)Oc1ccc2c(c1)CC[C@H]1[C@H]2CC[C@]2(C)[C@H]1C[C@@H](OC(=O)CC)[C@@H]2OC(=O)CC
Kohn-Sham gap	9.5	eV

Atomic partial charges in e from the Mulliken method, atoms 1 to 6: -1.16, -0.36, 0.55, -0.57, -0.37, 0.43